Record 1
{"formula": "C18H40OP2SiW", "method": "ωB97M-V/def2-TZVPD", "relative_energy_kj_mol": 0.0, "s_squared": 2.02, "gap_ev": [6.601, 4.868], "e_lumo_ha": [-0.286, -0.349], "multiplicity": 3, "energy_ha": -1823.6839, "e_homo_ev": [-14.4, -14.4], "charge": 2, "elements": ["P", "P", "C", "C", "H", "H", "H", "H", "C", "H", "H", "H", "C", "H", "H", "H", "C", "H", "H", "H", "C", "H", "H", "H", "W", "C", "C", "C", "C", "C", "C", "C", "C", "C", "H", "H", "H", "H", "H", "H", "H", "H", "H", "H", "H", "H", "H", "H", "H", "C", "Si", "C", "C", "O", "H", "H", "H", "H", "H", "H", "H", "H", "H"], "xyz": [[0.024, -1.376, -6.175], [0.132, 1.694, -6.070], [-0.277, -0.484, -7.789], [0.340, 0.915, -7.757], [-1.370, -0.454, -7.951], [0.179, -1.083, -8.591], [1.422, 0.896, -7.979], [-0.156, 1.565, -8.492], [-1.520, 2.442, -6.417], [-1.751, 3.182, -5.640], [-2.298, 1.667, -6.426], [-1.477, 2.935, -7.399], [1.187, 3.145, -6.463], [0.802, 3.625, -7.377], [2.221, 2.803, -6.628], [1.159, 3.847, -5.619], [-1.023, -2.818, -6.613], [-0.921, -3.588, -5.836], [-0.694, -3.212, -7.588], [-2.073, -2.497, -6.678], [1.674, -2.049, -6.656], [2.428, -1.249, -6.661], [1.589, -2.484, -7.661], [1.970, -2.824, -5.936], [-0.113, -0.558, -0.094], [0.715, 1.276, -1.101], [-0.722, 1.290, -1.227], [-1.551, 0.905, -2.427], [-1.909, -0.607, -2.546], [-0.942, -1.525, -1.849], [0.522, -1.442, -1.975], [1.243, -0.465, -2.879], [1.681, 0.839, -2.173], [0.476, -2.363, 0.918], [1.140, 1.954, -0.340], [-1.247, 1.914, -0.488], [-1.125, 1.276, -3.380], [-2.510, 1.464, -2.336], [-2.925, -0.758, -2.134], [-2.033, -0.916, -3.606], [-1.319, -2.539, -1.680], [1.030, -2.408, -1.847], [0.643, -0.251, -3.791], [2.136, -0.989, -3.286], [2.700, 0.704, -1.754], [1.842, 1.658, -2.916], [1.341, -2.230, 1.587], [0.597, -3.257, 0.292], [-0.444, -2.465, 1.527], [1.576, -0.172, 4.007], [-0.078, 0.384, 3.297], [-1.359, -0.760, 4.104], [-0.401, 2.140, 3.859], [-0.116, 0.365, 1.677], [1.518, -0.104, 5.104], [2.391, 0.483, 3.674], [1.843, -1.205, 3.748], [-1.335, -0.643, 5.200], [-2.375, -0.512, 3.769], [-1.187, -1.826, 3.889], [0.372, 2.819, 3.480], [-1.364, 2.496, 3.480], [-0.413, 2.215, 4.955]], "atomic_forces_ev_per_a": [[0.3, -0.4, -3.1], [-0.4, 0.6, -2.8], [-0.2, 0.7, 0.3], [0.2, -0.7, 0.3], [0.5, 0.1, 0.0], [-0.3, 0.0, 0.3], [-0.5, -0.1, 0.0], [0.3, 0.0, 0.2], [-0.3, -0.2, 0.9], [-0.1, -0.2, -0.3], [0.1, 0.3, 0.0], [0.1, -0.1, 0.3], [0.5, 0.1, 1.0], [0.1, -0.2, 0.4], [-0.3, 0.2, 0.1], [0.2, 0.0, -0.4], [-0.4, -0.2, 1.0], [-0.2, 0.0, -0.4], [0.0, 0.2, 0.4], [0.3, -0.2, 0.1], [0.3, 0.1, 1.0], [-0.1, -0.3, 0.0], [-0.1, 0.1, 0.4], [0.1, 0.2, -0.3], [0.3, -0.4, 4.2], [-1.0, 0.4, -0.3], [1.3, 1.2, -0.7], [-1.0, 0.3, -0.9], [-0.8, 0.1, -0.7], [0.2, 0.0, 0.9], [0.0, -0.1, 0.6], [0.5, 0.0, -1.2], [0.7, 0.0, -0.9], [0.1, -0.2, -0.6], [-0.4, -0.5, -0.1], [0.3, -0.4, 0.0], [0.2, -0.2, 0.5], [0.6, -0.4, 0.0], [0.6, 0.0, 0.0], [0.2, 0.3, 0.3], [0.1, 0.3, 0.0], [-0.3, 0.4, -0.1], [0.2, 0.0, 0.8], [-0.4, 0.4, 0.3], [-0.7, 0.0, 0.1], [-0.3, -0.4, 0.4], [-0.2, 0.0, -0.2], [0.0, 0.3, 0.3], [0.2, 0.0, 0.0], [0.1, 0.1, -0.5], [0.1, 0.1, 3.5], [-0.1, 0.1, -0.6], [0.0, 0.0, -0.3], [-0.3, -1.6, -4.2], [0.0, 0.0, -0.3], [-0.1, -0.1, 0.1], [-0.1, 0.2, 0.1], [0.1, 0.1, -0.4], [0.1, -0.1, 0.1], [0.0, 0.3, 0.1], [-0.1, 0.0, 0.1], [0.0, 0.0, 0.1], [0.0, -0.1, -0.3]], "mulliken_charge": [0.92, 0.76, -1.17, -1.13, 0.48, 0.55, 0.50, 0.55, -1.37, 0.41, 0.35, 0.50, -1.34, 0.42, 0.42, 0.40, -1.27, 0.42, 0.42, 0.40, -1.40, 0.36, 0.48, 0.41, 0.92, -0.40, -0.50, 0.08, -0.56, -0.67, -0.55, 0.60, -0.91, -0.97, 0.58, 0.68, -0.59, 0.53, 0.42, 0.21, 0.67, 0.58, -1.14, 0.66, 0.39, 0.32, 0.28, 0.41, 0.30, -1.04, 0.07, -1.06, -1.05, -0.37, 0.37, 0.31, 0.34, 0.38, 0.33, 0.35, 0.31, 0.31, 0.34]}

***

Record 2
{"formula": "C40H96N4O18S12", "method": "ωB97M-V/def2-TZVPD", "gap_ev": 8.053, "e_lumo_ha": -0.002, "multiplicity": 1, "energy_ha": -7932.7576, "e_homo_ev": -8.1, "elements": ["C", "C", "C", "C", "N", "C", "C", "N", "O", "N", "O", "C", "C", "N", "C", "C", "O", "O", "C", "C", "O", "O", "C", "C", "C", "C", "H", "H", "H", "H", "H", "H", "H", "H", "H", "H", "H", "H", "H", "H", "H", "H", "H", "H", "H", "H", "H", "H", "H", "H", "C", "S", "O", "C", "H", "H", "H", "H", "H", "H", "C", "S", "O", "C", "H", "H", "H", "H", "H", "H", "C", "S", "O", "C", "H", "H", "H", "H", "H", "H", "C", "S", "O", "C", "H", "H", "H", "H", "H", "H", "C", "S", "O", "C", "H", "H", "H", "H", "H", "H", "C", "S", "O", "C", "H", "H", "H", "H", "H", "H", "C", "S", "O", "C", "H", "H", "H", "H", "H", "H", "C", "S", "O", "C", "H", "H", "H", "H", "H", "H", "C", "S", "O", "C", "H", "H", "H", "H", "H", "H", "C", "S", "O", "C", "H", "H", "H", "H", "H", "H", "C", "S", "O", "C", "H", "H", "H", "H", "H", "H", "C", "S", "O", "C", "H", "H", "H", "H", "H", "H"], "xyz": [[-1.169, 2.167, -3.367], [-1.787, 0.822, -3.750], [-2.615, 0.186, -2.639], [-1.915, 0.098, -1.274], [-1.732, -1.266, -0.733], [-0.520, -1.925, -1.162], [-0.905, -3.326, -1.477], [-1.078, -4.465, -1.514], [0.030, -1.328, -2.353], [0.639, -2.271, -3.224], [1.495, -1.770, -3.825], [0.622, -1.875, -0.048], [0.119, -1.018, 1.060], [-0.105, -0.152, 1.789], [0.977, -3.234, 0.601], [0.070, -3.782, 1.667], [0.535, -4.361, 2.613], [-1.273, -3.650, 1.528], [-2.005, -3.448, 2.694], [-1.516, -2.532, 3.766], [-3.062, -4.001, 2.768], [1.830, -1.437, -0.564], [2.013, -0.029, -0.794], [2.830, 0.648, 0.286], [2.854, 2.166, 0.078], [1.661, 2.804, 0.805], [-0.827, 2.735, -4.224], [-0.275, 1.969, -2.772], [-1.804, 2.764, -2.724], [-2.414, 0.977, -4.627], [-0.983, 0.177, -4.094], [-3.528, 0.764, -2.547], [-2.919, -0.803, -2.975], [-2.571, 0.596, -0.570], [-0.995, 0.664, -1.264], [-2.532, -1.799, -1.062], [1.901, -3.039, 1.128], [1.213, -3.970, -0.159], [-1.665, -3.051, 4.705], [-2.084, -1.610, 3.769], [-0.467, -2.288, 3.688], [1.089, 0.500, -1.011], [2.595, 0.035, -1.710], [3.842, 0.260, 0.194], [2.437, 0.410, 1.265], [2.872, 2.432, -0.976], [3.745, 2.532, 0.571], [1.820, 3.866, 0.934], [0.751, 2.663, 0.223], [1.530, 2.370, 1.787], [4.654, -1.501, -4.073], [6.312, -1.397, -3.392], [7.187, -0.829, -4.450], [6.602, -3.171, -3.355], [4.282, -0.490, -4.221], [4.679, -2.026, -5.028], [4.006, -2.025, -3.371], [6.499, -3.579, -4.360], [5.888, -3.639, -2.677], [7.614, -3.336, -2.992], [-1.444, 6.716, -3.507], [-1.631, 6.066, -1.846], [-2.383, 4.782, -1.984], [-2.812, 7.298, -1.293], [-0.768, 6.056, -4.047], [-2.419, 6.729, -3.996], [-1.019, 7.713, -3.457], [-3.683, 7.298, -1.948], [-2.341, 8.280, -1.289], [-3.115, 7.039, -0.281], [3.057, 9.515, -2.007], [1.357, 9.542, -1.430], [0.629, 8.490, -2.191], [0.924, 11.119, -2.174], [3.503, 8.577, -1.684], [3.075, 9.577, -3.095], [3.601, 10.351, -1.567], [1.088, 11.073, -3.250], [1.531, 11.907, -1.728], [-0.127, 11.308, -1.968], [-7.136, -1.362, -0.804], [-5.650, -1.691, 0.151], [-4.492, -1.323, -0.718], [-5.801, -3.475, 0.096], [-7.220, -0.285, -0.935], [-7.060, -1.848, -1.776], [-8.001, -1.732, -0.255], [-5.830, -3.803, -0.944], [-6.710, -3.772, 0.619], [-4.938, -3.905, 0.595], [-5.635, 4.859, -0.102], [-5.872, 5.596, -1.722], [-6.324, 6.999, -1.507], [-7.331, 4.633, -2.146], [-4.787, 5.350, 0.368], [-6.531, 5.007, 0.501], [-5.418, 3.797, -0.218], [-8.110, 4.799, -1.401], [-7.063, 3.578, -2.193], [-7.678, 4.966, -3.122], [-6.278, -4.502, 7.060], [-5.504, -3.695, 5.659], [-6.584, -3.027, 4.878], [-5.077, -5.198, 4.780], [-6.653, -3.730, 7.728], [-7.104, -5.123, 6.711], [-5.535, -5.099, 7.585], [-5.980, -5.779, 4.584], [-4.373, -5.781, 5.376], [-4.608, -4.905, 3.846], [4.935, 0.851, -7.036], [4.373, 1.431, -8.639], [3.700, 2.740, -8.425], [3.081, 0.199, -8.837], [5.728, 1.512, -6.692], [4.107, 0.875, -6.328], [5.327, -0.161, -7.131], [2.379, 0.267, -8.005], [3.525, -0.795, -8.880], [2.562, 0.398, -9.770], [-3.645, -6.234, 11.331], [-2.862, -5.424, 9.932], [-3.942, -4.745, 9.163], [-2.472, -6.935, 9.037], [-4.012, -5.460, 12.000], [-4.478, -6.846, 10.982], [-2.908, -6.847, 11.849], [-3.387, -7.494, 8.839], [-1.778, -7.535, 9.623], [-2.003, -6.655, 8.096], [4.902, -0.273, 5.621], [5.033, -0.567, 3.852], [4.591, 0.675, 3.172], [3.670, -1.737, 3.750], [5.645, 0.474, 5.889], [3.904, 0.097, 5.856], [5.103, -1.200, 6.158], [2.755, -1.266, 4.110], [3.904, -2.622, 4.341], [3.554, -2.016, 2.704], [4.820, 7.358, 1.784], [4.933, 5.780, 0.927], [3.822, 4.934, 1.426], [6.427, 5.221, 1.755], [3.916, 7.857, 1.443], [4.763, 7.186, 2.858], [5.691, 7.967, 1.539], [6.258, 5.194, 2.831], [7.250, 5.893, 1.511], [6.652, 4.220, 1.394], [3.042, -7.450, 10.137], [1.277, -7.270, 9.851], [0.773, -6.279, 10.834], [0.830, -8.902, 10.467], [3.521, -6.514, 9.858], [3.221, -7.656, 11.192], [3.428, -8.259, 9.517], [1.169, -9.008, 11.498], [1.285, -9.665, 9.835], [-0.252, -8.997, 10.427], [0.965, -2.681, -13.551], [1.931, -1.596, -12.493], [1.948, -2.206, -11.138], [0.730, -0.259, -12.457], [1.520, -3.609, -13.672], [0.002, -2.885, -13.084], [0.827, -2.208, -14.523], [-0.218, -0.629, -12.067], [0.600, 0.137, -13.464], [1.116, 0.523, -11.806]], "atomic_forces_ev_per_a": [[0.4, -0.6, 0.6], [0.1, 0.6, -0.4], [0.6, -0.1, -0.6], [-0.8, 0.3, 0.5], [0.6, -0.1, -0.9], [-1.0, -0.2, -0.7], [0.6, -1.1, 0.6], [-0.2, 0.8, -0.3], [0.0, 0.1, 0.2], [0.3, -0.2, 0.3], [-0.2, 0.1, -0.3], [-0.3, -0.6, 0.5], [0.1, 1.6, -0.2], [0.0, -0.9, -0.1], [-0.1, 0.5, -0.3], [0.3, -0.8, 0.4], [-0.1, 0.2, 0.0], [0.4, 0.8, -0.2], [-1.0, -0.6, 0.2], [0.7, -0.1, 0.0], [0.2, 0.2, -0.4], [0.1, 0.1, 0.1], [0.5, 0.4, -0.3], [0.1, -0.2, -0.7], [-0.5, -0.3, 1.3], [0.1, 0.2, -0.8], [-0.2, 0.2, -0.2], [0.2, 0.1, 0.1], [-0.3, 0.3, -0.2], [-0.3, -0.1, 0.0], [0.1, -0.3, 0.0], [-0.2, 0.1, 0.2], [-0.1, -0.2, 0.1], [0.0, 0.0, 0.3], [0.3, -0.1, 0.0], [-0.1, 0.1, 0.4], [0.2, 0.0, 0.1], [-0.2, -0.2, -0.1], [-0.2, 0.0, 0.2], [-0.3, 0.1, -0.1], [0.2, 0.1, -0.1], [-0.4, -0.2, 0.2], [0.0, -0.1, -0.3], [0.2, -0.2, 0.3], [0.1, 0.0, 0.3], [0.1, 0.1, -0.2], [0.3, 0.2, -0.2], [0.0, 0.2, -0.1], [-0.3, 0.0, 0.1], [0.0, -0.2, 0.2], [-0.1, -0.1, 0.0], [0.0, 0.1, 0.1], [0.0, 0.0, -0.1], [0.0, -0.1, 0.0], [0.0, 0.0, 0.1], [0.1, 0.0, 0.0], [0.0, 0.0, 0.0], [0.0, 0.0, 0.0], [0.0, 0.0, 0.0], [0.0, 0.0, 0.0], [-0.1, 0.0, -0.2], [0.2, 0.0, 0.0], [-0.2, 0.1, 0.1], [-0.1, 0.1, 0.0], [0.0, 0.0, 0.0], [0.0, -0.1, 0.1], [0.1, 0.0, 0.0], [0.0, 0.0, 0.0], [0.1, 0.0, 0.0], [0.0, 0.0, 0.0], [0.1, 0.0, -0.1], [0.0, 0.0, 0.1], [0.0, 0.1, 0.0], [0.0, 0.1, -0.1], [0.0, 0.0, 0.0], [0.0, 0.0, 0.0], [0.0, 0.0, 0.0], [0.0, -0.1, 0.0], [0.0, 0.0, 0.0], [0.0, 0.0, 0.0], [-0.1, 0.0, -0.1], [0.0, 0.0, 0.1], [-0.3, -0.1, -0.1], [-0.1, -0.1, -0.1], [0.0, 0.0, 0.0], [0.0, 0.0, 0.0], [0.0, 0.0, 0.0], [0.0, 0.0, 0.0], [0.0, 0.0, 0.0], [0.1, 0.0, 0.1], [-0.1, -0.1, 0.1], [0.1, -0.1, -0.1], [-0.1, 0.0, 0.1], [-0.1, 0.0, 0.0], [0.0, 0.0, 0.0], [0.0, 0.0, 0.0], [0.1, 0.0, 0.0], [0.0, 0.0, 0.0], [0.0, 0.0, 0.0], [0.0, 0.0, 0.0], [-0.2, -0.1, 0.0], [0.1, 0.1, 0.0], [0.0, -0.1, 0.0], [-0.1, -0.2, -0.1], [0.0, 0.0, 0.0], [0.0, 0.1, -0.1], [0.1, 0.1, 0.1], [0.0, 0.1, 0.1], [0.0, 0.0, 0.0], [-0.1, 0.0, 0.1], [0.0, -0.1, 0.1], [0.0, 0.0, 0.0], [0.0, 0.0, 0.0], [0.0, -0.1, 0.1], [0.0, 0.0, 0.0], [-0.1, 0.0, -0.1], [0.0, 0.0, 0.0], [0.0, 0.1, 0.0], [0.0, 0.0, -0.1], [0.0, 0.0, 0.0], [-0.1, -0.1, 0.1], [0.2, 0.1, 0.0], [0.0, -0.1, 0.0], [0.0, -0.1, -0.1], [0.0, 0.0, 0.0], [0.0, 0.0, 0.0], [0.0, 0.0, 0.0], [0.0, 0.1, 0.0], [0.0, 0.0, 0.0], [0.0, 0.1, 0.0], [-0.1, 0.0, 0.1], [0.1, -0.1, 0.0], [0.0, 0.1, 0.0], [-0.1, 0.0, 0.1], [0.0, 0.0, -0.1], [0.0, 0.0, -0.1], [0.0, 0.0, 0.0], [0.0, 0.1, 0.0], [0.0, 0.0, 0.0], [0.0, 0.0, 0.0], [0.0, 0.1, 0.1], [0.0, 0.0, -0.1], [0.1, 0.2, 0.1], [0.1, 0.0, 0.1], [0.0, 0.0, 0.0], [0.0, 0.0, 0.0], [0.0, 0.0, 0.0], [-0.1, 0.0, 0.0], [0.0, 0.0, 0.0], [-0.1, 0.0, 0.0], [0.1, 0.0, 0.0], [0.0, -0.1, -0.1], [-0.1, 0.0, 0.1], [0.1, -0.1, 0.1], [0.0, 0.0, 0.0], [0.0, 0.0, 0.0], [0.0, 0.0, 0.0], [0.0, 0.1, 0.0], [0.0, 0.0, 0.0], [0.0, 0.0, 0.0], [-0.1, -0.1, 0.0], [0.1, 0.1, -0.1], [-0.1, 0.0, 0.0], [-0.1, 0.0, 0.0], [0.0, 0.0, 0.0], [0.0, 0.0, 0.0], [0.0, 0.0, 0.0], [0.0, 0.0, 0.0], [0.0, 0.0, 0.0], [0.0, 0.0, 0.0]], "mulliken_charge": [-0.87, -0.40, -0.72, -0.55, 0.20, 1.11, -0.19, -0.77, -0.23, 0.05, -0.20, 2.79, -0.33, -0.69, -1.77, 0.39, -0.65, -0.17, 0.43, -0.62, -0.55, -0.57, -0.05, -0.01, -0.42, -1.13, 0.45, 0.06, 0.21, 0.48, 0.08, 0.41, 0.34, 0.71, -0.61, 0.30, 0.29, 0.61, 0.29, 0.26, 0.23, -0.38, 0.39, 0.29, 0.10, 0.35, 0.15, 0.42, 0.18, 0.27, -0.72, 0.56, -0.65, -0.94, 0.11, 0.49, 0.22, 0.30, 0.31, 0.35, -0.97, 0.42, -0.49, -0.80, 0.30, 0.34, 0.38, 0.19, 0.31, 0.28, -0.97, 0.49, -0.51, -0.98, 0.25, 0.36, 0.39, 0.30, 0.38, 0.32, -1.05, 0.47, -0.56, -0.93, 0.31, 0.32, 0.40, 0.35, 0.42, 0.19, -0.83, 0.66, -0.67, -0.99, 0.20, 0.40, 0.27, 0.32, 0.30, 0.33, -0.79, 0.59, -0.67, -0.57, 0.33, 0.34, 0.17, 0.38, 0.27, 0.06, -0.87, 0.49, -0.64, -0.37, 0.42, 0.20, 0.32, 0.32, 0.36, -0.22, -0.97, 0.45, -0.55, -0.44, 0.33, 0.30, 0.36, 0.40, -0.23, 0.32, -1.01, 0.39, -0.48, -0.74, 0.34, 0.30, 0.38, 0.27, 0.55, 0.01, -1.01, 0.55, -0.55, -1.03, 0.27, 0.35, 0.39, 0.31, 0.39, 0.33, -0.97, 0.56, -0.60, -0.96, 0.32, 0.30, 0.37, 0.30, 0.35, 0.32, -0.95, 0.52, -0.59, -0.92, 0.32, 0.31, 0.36, 0.29, 0.37, 0.29]}

***

Record 3
{"formula": "C3H10OS", "method": "ωB97M-V/def2-TZVPD", "relative_energy_kj_mol": 47.8, "gap_ev": 8.739, "e_lumo_ha": 0.021, "multiplicity": 1, "energy_ha": -593.6989, "e_homo_ev": -8.2, "smiles": "CCSC.O", "elements": ["C", "C", "S", "C", "H", "H", "H", "H", "H", "H", "H", "H", "O", "H", "H"], "xyz": [[0.392, 0.238, 2.140], [0.279, 0.653, 0.657], [-1.433, 1.241, 0.326], [-1.896, 0.054, -0.989], [1.389, -0.162, 2.332], [0.156, 1.085, 2.772], [-0.262, -0.615, 2.329], [0.887, 1.558, 0.542], [0.870, 0.007, 0.005], [-1.888, -0.974, -0.642], [-1.142, 0.150, -1.773], [-2.824, 0.401, -1.426], [1.673, -0.922, -1.888], [1.453, -1.849, -1.848], [2.345, -0.864, -2.537]], "atomic_forces_ev_per_a": [[0.1, -0.8, -1.1], [0.8, 1.4, 1.3], [0.5, -1.1, -0.7], [0.8, 0.8, -0.2], [0.2, 0.4, 0.2], [0.0, -0.1, 0.3], [-0.3, 0.3, 0.2], [-0.1, 0.2, 0.2], [-1.2, -0.5, -0.4], [-0.4, 0.0, 0.1], [0.0, -0.1, 0.0], [-0.4, -0.3, 0.2], [-0.9, 0.2, 0.9], [-0.2, -0.5, 0.1], [1.1, 0.2, -1.0]], "mulliken_charge": [-1.05, -0.31, -0.10, -0.71, 0.34, 0.31, 0.28, 0.28, 0.21, 0.25, 0.20, 0.32, -0.61, 0.30, 0.28]}

***

Among the records above, which one has the highest multiplicity?
C18H40OP2SiW